Entry 1:
A structure of composition C12H6MnN2O5. Source: the Open Molecules 2025 dataset; level of theory: ωB97M-V/def2-TZVPD.

Values from the calculation:
- calculated total energy (eV) = -57043.304
- energy above the lowest of the compared OMol25 structures with the same formula, charge and spin (kcal per mole) = 7.3
- highest occupied orbital energy (spin up / spin down) (eV) = -21.35 / -21.75

Geometry as ORCA input:
```
! RIJCOSX wB97M-V def2-TZVPD def2/J DEFGRID3
* xyz 3 5
O -0.05285 -0.57960 -6.26694
C -0.00279 -0.22123 -5.17582
Mn -0.05096 -0.54545 -1.59160
O 1.78902 -2.80889 -2.07013
C 1.05342 -1.93378 -1.99584
C -1.21197 0.81992 -1.78877
O -1.99281 1.65715 -1.95018
C -1.44532 -1.64233 -1.99271
O -2.36786 -2.31662 -2.06083
C 1.38877 0.52458 -1.76850
O 2.34077 1.16333 -1.91240
N -0.17644 -1.59415 2.03778
C -0.20119 -1.86788 0.74103
N -0.06388 -0.68243 0.16697
C 0.05131 0.37376 1.02686
C 0.20166 1.75661 0.79129
C 0.26278 2.52114 1.94107
C 0.18387 1.91127 3.22535
C 0.04211 0.54556 3.38411
C -0.02570 -0.23853 2.24449
H -0.26245 -2.32565 2.74640
H -0.30871 -2.83245 0.20256
H 0.26356 2.16769 -0.23635
H 0.37194 3.59410 1.85880
H 0.23705 2.53995 4.10149
H -0.02335 0.01392 4.34189
*
```



Entry 2:
A cluster of 2 separate species, C12H6N5O5 in total. Source: the Open Molecules 2025 dataset; level of theory: ωB97M-V/def2-TZVPD.

Values from the calculation:
- calculated total energy (eV) = -30222.431
- energy above the lowest of the compared OMol25 structures with the same formula, charge and spin (kcal per mole) = 2.6
- highest occupied orbital energy (eV) = -3.87

Geometry as ORCA input:
```
! RIJCOSX wB97M-V def2-TZVPD def2/J DEFGRID3
* xyz -1 1
N -1.18988 3.69147 2.39740
C -1.42151 2.59718 2.05436
C -1.74417 1.25093 1.68061
C -2.48578 0.99525 0.51012
C -2.81192 -0.32767 0.21068
N -3.64356 -0.82544 -0.78922
O -4.21085 -0.32457 -1.74574
O -3.79173 -2.20943 -0.50685
N -3.09059 -2.56843 0.61854
C -2.47299 -1.42375 1.02489
C -1.67814 -1.17177 2.20991
N -1.23355 -2.21397 3.10572
O -1.53769 -3.40897 2.92027
O -0.52187 -1.85247 4.07672
C -1.34628 0.16547 2.50747
H -2.85150 1.77508 -0.15374
H -0.77259 0.37855 3.40905
N -1.76206 3.07621 -0.91438
C -0.39232 3.24379 -1.11742
O 0.43279 2.60333 -0.44772
C -0.00135 4.23681 -2.11247
C -0.92861 5.08490 -2.65879
C -2.27224 4.99250 -2.25784
C -2.61348 3.98163 -1.34660
H 1.06183 4.27615 -2.33115
H -0.62435 5.83047 -3.39136
H -3.05451 5.64668 -2.63134
H -3.64231 3.92761 -0.97270
*
```



Entry 3:
A cluster of 24 separate species, C12H70F9N3O29P3S in total. Source: the Open Molecules 2025 dataset; level of theory: ωB97M-V/def2-TZVPD.

Values from the calculation:
- calculated total energy (eV) = -140576.177
- energy above the lowest of the compared OMol25 structures with the same formula, charge and spin (kcal per mole) = 0.0
- highest occupied orbital energy (eV) = -12.09

Geometry as ORCA input:
```
! RIJCOSX wB97M-V def2-TZVPD def2/J DEFGRID3
* xyz 1 1
O 4.12183 -4.00521 1.41814
C 3.66390 -3.25991 0.54148
O 3.80014 -3.43454 -0.85406
C 5.19193 -3.32803 -1.28586
C 5.36027 -2.29981 -2.52314
C 5.21007 -0.80375 -1.90056
C 4.38939 0.20536 -2.83390
N 3.35002 1.02381 -2.19936
C 2.00096 0.44610 -2.05898
C 1.87271 -1.11253 -1.79505
C 0.36128 -1.52183 -2.24146
C -0.75653 -0.71937 -1.41928
C -2.21327 -1.36763 -1.70833
F -2.06819 -1.96488 -3.00768
F -2.50498 -2.45135 -0.85081
C -3.38007 -0.29554 -1.86660
F -4.37877 -0.88780 -2.70439
F -2.98276 0.87585 -2.55455
S -4.24343 0.24349 -0.30287
F -4.97459 -1.22016 -0.05073
F -2.95559 -0.08396 0.68582
F -3.62780 1.79729 -0.49059
F -5.55087 0.75405 -1.24465
F -5.05747 0.80966 1.04558
C 3.76645 1.93488 -1.17467
N 4.67169 1.70821 -0.04407
P 3.96371 0.75698 1.24280
O 2.51960 0.30049 1.01208
N 3.31225 3.18986 -1.28386
P 2.25918 3.77867 -2.57819
P 1.21741 5.55919 -1.78125
O 2.16428 6.09969 -0.69137
O 0.92615 6.70001 -3.01854
O -0.28077 5.02965 -1.13157
H 3.08289 -2.33445 0.90806
H 5.56588 -4.37490 -1.56474
H 5.80176 -2.97649 -0.38746
H 4.47336 -2.45840 -3.23345
H 6.35604 -2.45726 -3.04144
H 6.23726 -0.40039 -1.61896
H 4.58718 -0.94810 -0.94214
H 3.93014 -0.42746 -3.67924
H 5.16569 0.86963 -3.36803
H 1.41441 0.67455 -3.02888
H 1.44634 1.02341 -1.23457
H 1.95838 -1.43878 -0.71014
H 2.55178 -1.78255 -2.40736
H 0.31598 -1.27112 -3.36355
H 0.18423 -2.64288 -2.05328
H -0.71209 0.38362 -1.68523
H -0.54010 -0.80432 -0.29374
H 5.61366 1.39278 -0.32929
H 4.89098 -0.32691 1.49922
H 3.99887 1.55709 2.44878
H 3.61018 3.89507 -0.57595
H 1.19911 2.87277 -2.89528
H -0.05626 6.70923 -3.15277
H -0.10566 4.98673 -0.14445
O -7.52440 0.04765 -3.34681
H -7.70199 0.09213 -2.40007
H -6.58910 -0.17917 -3.39917
O -6.23823 -3.18414 1.62500
H -7.17608 -3.02688 1.46184
H -5.79327 -2.48456 1.13254
O -1.31466 -5.41087 -0.90909
H -1.74852 -4.58582 -0.65752
H -2.01735 -6.07145 -0.85342
O -6.06331 2.71379 3.72131
H -6.07283 2.35964 2.82497
H -5.23538 2.38314 4.09600
O -3.97889 -2.43226 -5.08083
H -4.09783 -1.90048 -4.28341
H -3.11767 -2.16037 -5.41777
O 5.24899 -4.49412 -4.29126
H 5.59909 -5.39381 -4.29609
H 4.59151 -4.49633 -4.99773
O -1.69431 5.34432 1.46132
H -2.13853 6.16183 1.72952
H -2.39025 4.67737 1.49840
O -3.06438 2.22327 4.37635
H -3.07073 1.86857 3.47891
H -2.24014 1.89141 4.75266
O 0.93348 -6.66979 1.12423
H 0.88925 -6.20157 1.96638
H 0.24479 -6.25518 0.58808
O 4.22514 7.14971 1.21268
H 3.55028 6.55370 0.86411
H 3.75278 7.68428 1.86166
O -1.10702 7.91658 -0.87686
H -0.75949 7.01616 -0.90477
H -1.77649 7.93066 -1.57482
O 2.80103 -9.08014 2.74798
H 2.13778 -9.17902 3.44712
H 2.42705 -8.40895 2.16242
O 1.02592 -11.22264 2.22282
H 1.61593 -10.45156 2.27469
H 1.04178 -11.46685 1.28993
O -6.34602 3.65535 6.68073
H -6.35595 3.29877 5.78272
H -5.51869 3.32526 7.05406
O 7.18480 0.26586 0.38296
H 6.97952 0.31815 1.32495
H 8.12770 0.05629 0.35860
O 2.76803 8.64061 -4.90359
H 2.10328 8.52041 -4.21292
H 2.38756 9.31414 -5.47977
O -5.69844 3.83602 0.20084
H -5.35716 2.93690 0.17349
H -6.37507 3.85211 -0.48703
O -2.42528 8.05790 2.70855
H -2.39805 9.00107 2.50863
H -3.23433 7.95094 3.22420
O -3.62574 4.74161 7.94940
H -3.90266 4.84419 7.03042
H -4.35636 5.11679 8.45630
O -2.41097 9.17216 -3.40582
H -2.26553 9.50564 -4.29910
H -2.52458 9.96996 -2.87429
O 2.80144 -9.06507 5.54011
H 2.66962 -8.53836 6.33723
H 3.66692 -8.78699 5.21512
O -1.94111 -9.51667 1.83933
H -1.10838 -10.00667 1.85268
H -2.21447 -9.49647 2.76553
O -2.65577 -7.84360 4.17578
H -2.50654 -7.52289 3.27653
H -2.75990 -7.03944 4.69746
*
```



Entry 4:
A cluster of 26 separate species, C12H72F3NO28PS in total. Source: the Open Molecules 2025 dataset; level of theory: ωB97M-V/def2-TZVPD.

Values from the calculation:
- calculated total energy (eV) = -100698.919
- energy above the lowest of the compared OMol25 structures with the same formula, charge and spin (kcal per mole) = 110.0
- highest occupied orbital energy (eV) = -10.92

Geometry as ORCA input:
```
! RIJCOSX wB97M-V def2-TZVPD def2/J DEFGRID3
* xyz 1 1
C 1.23229 -1.99578 1.73487
C -0.20914 -1.31846 1.72745
O -1.08814 -1.85707 0.67692
C -2.39311 -1.84872 1.31997
C -3.59070 -2.01377 0.27640
C -4.93677 -2.02411 1.11722
N -6.09441 -2.86732 0.62013
C -7.15627 -2.63374 1.68879
S -7.06804 -3.62980 3.24210
C -7.05131 -1.01931 1.78898
C -5.45332 -0.66047 1.80424
C -5.32487 0.69074 0.95366
C -4.72562 1.93865 1.73977
C -3.15194 2.06040 1.70210
F -2.51516 2.34069 2.93212
C -2.33487 1.96565 0.58500
F -0.96651 2.26652 0.74611
F -2.72850 1.64650 -0.70303
P -5.07134 -0.69438 3.65598
O -6.27120 0.09408 4.57682
O -3.50288 -0.15979 4.01462
H 1.19893 -3.00732 1.22839
H 1.51750 -2.16260 2.83002
H 2.04949 -1.31982 1.30825
H -0.70279 -1.59921 2.72215
H -0.18260 -0.17311 1.70116
H -2.44949 -2.70453 2.06869
H -2.50021 -0.81993 1.78900
H -3.52563 -1.21923 -0.52730
H -3.48226 -3.01847 -0.26759
H -4.61925 -2.63001 2.04314
H -5.93386 -3.88964 0.61232
H -6.57174 -2.46169 -0.20608
H -8.19876 -2.82185 1.27738
H -5.72730 -3.66708 3.58276
H -7.71638 -0.51811 2.55358
H -7.57142 -0.72594 0.80477
H -6.35933 1.01606 0.58371
H -4.72595 0.45296 0.02141
H -5.12949 2.88051 1.19917
H -5.14922 2.02044 2.80027
H -6.21525 -0.32687 5.46292
H -2.97370 -0.94045 4.29452
O -6.74269 3.93896 3.51751
H -7.37772 4.23740 4.18034
H -5.93320 3.79040 4.02062
O 3.01347 -0.51430 -0.78475
H 3.81892 -0.07904 -1.10375
H 2.30386 -0.06780 -1.26141
O 1.02530 4.91903 0.75141
H 0.54353 4.41348 1.41770
H 0.40639 4.98297 0.01408
O 3.13383 7.05467 -0.17076
H 2.65120 6.54806 0.49524
H 2.51349 7.11981 -0.91053
O 2.43070 -0.65802 -3.82932
H 1.47581 -0.54175 -3.92271
H 2.51856 -1.31519 -3.12659
O 5.66898 0.56675 -1.31151
H 6.42239 -0.02488 -1.41439
H 6.02775 1.31759 -0.82001
O 8.12509 1.80528 -0.73441
H 8.90293 1.45079 -1.18392
H 8.31899 2.74507 -0.63918
O 0.61689 -4.73049 2.83939
H 0.85612 -5.13107 1.99532
H 1.23654 -5.12182 3.46678
O -4.58577 4.83687 0.63592
H -3.80430 4.48543 0.19201
H -4.39516 5.77798 0.72958
O 7.51748 -2.46320 -1.31181
H 6.56253 -2.35083 -1.40165
H 7.61022 -3.11919 -0.61044
O 5.32042 3.14707 0.08121
H 5.36967 3.43616 -0.83939
H 4.77279 3.81799 0.50662
O 1.14302 8.47970 -1.21808
H 0.66563 9.26977 -1.49678
H 1.10684 8.51212 -0.25435
O 8.88211 -3.95890 -3.38143
H 8.93081 -3.66969 -4.29737
H 8.33377 -3.28789 -2.95487
O -0.07999 0.66198 -4.79732
H -0.02586 0.94901 -5.71661
H -0.62644 1.33401 -4.37386
O 6.77671 -2.65990 -4.73042
H 6.82769 -2.36941 -5.65145
H 6.22928 -1.98914 -4.30506
O -5.66939 -6.08293 -0.56504
H -6.15713 -6.59503 0.09282
H -6.27870 -6.02151 -1.31132
O -0.03246 -1.83321 5.14282
H 0.54048 -2.52509 4.78961
H 0.53207 -1.05127 5.16580
O -3.44480 -2.27600 5.87535
H -4.08000 -1.97795 6.53641
H -2.63295 -2.42164 6.38014
O 3.69477 1.86803 -4.91947
H 3.58681 1.23783 -4.19350
H 2.79703 2.01434 -5.23426
O -7.35073 6.62973 2.73026
H -6.77656 5.93768 2.37758
H -6.79000 7.41361 2.75176
O 6.06629 -3.23065 -7.79610
H 5.58480 -3.73852 -7.13062
H 5.44707 -3.16514 -8.53309
O 8.32204 -4.33046 -9.83689
H 7.69357 -4.03164 -9.16737
H 9.13570 -4.48102 -9.34323
O 10.23045 -0.57255 0.01249
H 9.27618 -0.46011 -0.07720
H 10.32270 -1.22771 0.71284
O 0.01278 -1.89411 -2.05030
H -0.46238 -1.10538 -2.33563
H -0.04052 -1.86400 -1.08360
O 2.38839 2.48163 -0.17529
H 1.76142 2.78005 0.49108
H 3.20503 2.33254 0.32151
*
```



Question: What is the energy above the lowest of the compared OMol25 structures with the same formula, charge and spin in the third record?
Answer: 0.0 kcal per mole



Question: Which formula does entry 3 have?
Answer: C12H70F9N3O29P3S



Question: Which formula does entry 4 have?
Answer: C12H72F3NO28PS



Question: What is the energy above the lowest of the compared OMol25 structures with the same formula, charge and spin in the first record?
Answer: 7.3 kcal per mole